Entry 1:
Entry from OMol25: an isolated molecule of C6H3N at a distorted geometry (ωB97M-V/def2-TZVPD).

Properties
- ΔE to the lowest compared entry with this formula, charge and spin: 123.09 kcal per mole
- Calculated total energy: -284.82150 hartree
- LUMO level (alpha / beta): -0.70 / -1.29 eV

Each line ends with the Löwdin charge.
CARTESIAN COORDINATES (ANGSTROEM)
C: 1.580233 -0.085925 -0.144123  -0.18
C: 1.409102 -1.293831 0.292908  0.17
C: 0.409233 0.889261 -0.179383  -0.03
C: -1.619745 -0.763288 -0.208294  0.01
C: -0.835856 0.520179 0.025999  -0.28
C: -2.113576 0.745699 0.405546  0.03
N: -2.834054 -0.368500 -0.115812  0.09
H: 2.528058 0.281826 -0.358023  0.06
H: 0.614648 -1.881090 0.401304  -0.02
H: 0.861959 1.955667 -0.120126  0.15

Forces on atoms 1 to 2 (eV/Å):
C -2.3978 0.2214 0.0872
C 2.9327 1.4819 -0.7158

Entry 2:
Entry from OMol25: an isolated molecule of C24H28N6O3S at a distorted geometry (ωB97M-V/def2-TZVPD).

Properties
- ΔE to the lowest compared entry with this formula, charge and spin: 0.00 kcal per mole
- Calculated total energy: -1883.83953 hartree
- LUMO level: 0.24 eV

Each line ends with the Löwdin charge.
CARTESIAN COORDINATES (ANGSTROEM)
C: -4.716250 -2.563138 -0.346330  0.00
C: -3.627387 -2.195443 0.629236  -0.40
O: -3.181822 -3.021021 1.406662  0.05
C: -3.156361 -0.812434 0.635673  -0.08
C: -2.440253 -0.275125 1.711931  -0.22
C: -1.990106 -0.909740 2.972479  0.00
N: -2.196562 1.016806 1.446927  0.12
C: -2.716535 1.362971 0.217616  -0.17
C: -2.568857 2.668394 -0.384103  -0.44
O: -3.222488 3.060394 -1.326825  0.08
C: -1.598836 3.660598 0.266619  -0.35
S: -0.004654 2.998076 0.845550  0.99
C: 0.341006 1.954847 -0.494353  -0.59
N: -0.438968 1.756889 -1.519413  0.06
N: 0.170278 0.874568 -2.325159  0.10
C: 1.318620 0.558152 -1.803685  -0.27
C: 2.262079 -0.479658 -2.293792  -0.06
N: 1.978163 -1.746587 -1.634979  -0.04
C: 0.717959 -2.379604 -1.967545  -0.14
C: -0.316143 -2.321417 -0.839683  -0.16
C: -0.113515 -3.398156 0.220661  -0.20
C: 1.211223 -3.268003 0.964436  -0.18
C: 2.431937 -3.454473 0.055995  -0.09
C: 2.813608 -2.175391 -0.659563  -0.45
O: 3.826795 -1.564568 -0.363256  0.05
N: 1.486117 1.217066 -0.606916  0.08
C: 2.585490 1.141526 0.268159  -0.30
C: 2.398101 0.802464 1.601761  -0.02
C: 3.527372 0.693936 2.394588  -0.05
C: 4.770679 0.927467 1.829891  -0.05
C: 4.832621 1.272071 0.488765  -0.12
N: 3.764333 1.383606 -0.276393  0.15
C: -3.326085 0.232005 -0.315288  -0.13
C: -3.937654 0.175057 -1.665837  -0.02
H: -5.130825 -3.528510 -0.065571  0.09
H: -5.498519 -1.810304 -0.355399  0.08
H: -4.301132 -2.642654 -1.348388  0.08
H: -1.876429 -0.166902 3.760322  0.08
H: -1.033066 -1.410342 2.820819  0.08
H: -2.700152 -1.673336 3.279501  0.08
H: -1.706035 1.649047 2.061182  0.11
H: -2.063269 4.106047 1.149344  0.09
H: -1.394908 4.446754 -0.461042  0.09
H: 2.147528 -0.591152 -3.374184  0.14
H: 3.288487 -0.198864 -2.043682  0.11
H: 0.322321 -1.847994 -2.834685  0.12
H: 0.891508 -3.422287 -2.254136  0.13
H: -1.307451 -2.446226 -1.277894  0.11
H: -0.290597 -1.331696 -0.378959  0.11
H: -0.937689 -3.350437 0.934554  0.09
H: -0.156676 -4.379462 -0.258362  0.12
H: 1.275752 -2.290490 1.450318  0.11
H: 1.242451 -4.026946 1.748970  0.11
H: 3.298007 -3.729115 0.660877  0.12
H: 2.246583 -4.254868 -0.661821  0.12
H: 1.408705 0.616305 1.990924  0.10
H: 3.435477 0.417821 3.434690  0.11
H: 5.671845 0.836066 2.414296  0.10
H: 5.775139 1.466362 -0.003349  0.11
H: -3.639036 1.055215 -2.227983  0.07
H: -5.025125 0.167230 -1.601722  0.09
H: -3.615845 -0.715118 -2.200745  0.08

Forces on atoms 1 to 2 (eV/Å):
C 0.0020 -0.2742 0.1696
C -0.1657 0.0410 -0.1588

Entry 3:
Entry from OMol25: a 2-piece molecular cluster, C10H16 overall at a distorted geometry (ωB97M-V/def2-TZVPD).

Properties
- ΔE to the lowest compared entry with this formula, charge and spin: 52.67 kcal per mole
- Calculated total energy: -390.55194 hartree
- LUMO level: 0.93 eV

Each line ends with the Löwdin charge.
CARTESIAN COORDINATES (ANGSTROEM)
C: -0.605982 -1.066770 3.006639  -0.07
C: -0.800298 -0.158440 1.816743  -0.26
C: -0.249630 -0.684676 0.566980  -0.29
C: -1.149794 -1.415256 -0.202679  -0.02
C: -0.590332 -2.060152 -1.382741  -0.10
C: 0.694736 -1.911335 -1.803174  -0.10
C: 1.438498 -0.858743 -1.111582  -0.10
C: 1.019206 -0.408264 0.118388  -0.10
H: -1.238295 -0.672316 3.771308  0.06
H: 0.356892 -0.749294 3.357428  0.07
H: -0.819360 -2.107357 2.852115  0.08
H: -1.802066 0.143403 1.629765  0.10
H: -0.508286 0.863373 2.069593  0.11
H: -2.195616 -1.553181 0.034065  0.11
H: -1.305493 -2.719673 -2.047486  0.13
H: 1.202641 -2.472335 -2.563667  0.09
H: 2.462793 -0.643611 -1.631927  0.14
H: 1.682697 0.367502 0.536840  0.11
C: 0.147206 1.934543 -1.804386  -0.16
C: 0.454554 2.686016 -0.452925  -0.15
H: -0.385839 2.501158 -2.544879  0.05
H: 1.116449 1.774234 -2.312917  0.06
H: -0.225421 0.933518 -1.573783  0.03
H: 1.300626 2.155081 0.093044  0.06
H: 0.295264 3.801242 -0.682919  0.09
H: -0.295150 2.321332 0.262158  0.03

Forces on atoms 1 to 2 (eV/Å):
C -0.2294 1.6900 0.1622
C -0.3942 1.2908 0.4692

Entry 4:
Entry from OMol25: C25H27Br2ClN14O3W as an isolated structure at a distorted geometry (ωB97M-V/def2-TZVPD).

Properties
- Charge: -2
- ΔE to the lowest compared entry with this formula, charge and spin: 1.95 kcal per mole
- Calculated total energy: -7636.63708 hartree
- LUMO level: 3.53 eV

Each line ends with the Löwdin charge.
CARTESIAN COORDINATES (ANGSTROEM)
W: -0.219880 -1.134773 -0.405393  1.79
N: -1.074227 1.830166 1.428692  0.17
C: -0.462464 0.839221 2.148882  -0.48
N: -0.156174 0.945743 3.428801  0.04
N: 0.478709 -0.213146 3.709880  -0.08
N: 0.563987 -0.955984 2.669155  -0.05
N: -0.047746 -0.314080 1.634307  -0.09
C: -1.207795 1.828945 0.074280  -0.47
N: -1.669208 2.863693 -0.600847  0.03
N: -1.618482 2.476561 -1.896441  -0.07
N: -1.165169 1.292469 -2.008092  -0.04
N: -0.889004 0.818915 -0.749497  -0.11
H: -1.510192 2.578704 1.935971  0.15
C: -1.558142 -3.700543 1.733690  -0.06
C: -0.179692 -3.901965 1.250243  -0.24
C: 0.454535 -5.148707 1.544308  0.02
C: 1.746692 -5.386648 1.218201  -0.01
C: 2.521370 -4.355187 0.625795  -0.19
C: 3.903491 -4.419011 0.328636  -0.63
Br: 4.876533 -6.019749 0.639905  0.72
C: 4.562274 -3.335821 -0.175687  -0.19
C: 3.879343 -2.131167 -0.398114  -0.60
Br: 4.838728 -0.648088 -1.073933  0.76
C: 2.527959 -1.996518 -0.136789  -0.41
O: 1.839190 -0.904142 -0.272787  -0.24
C: 1.850629 -3.162326 0.347930  -0.14
N: 0.505327 -2.986562 0.580883  0.03
H: -1.744702 -4.401136 2.545506  0.09
H: -2.318589 -3.955010 0.971050  -0.01
H: -1.727282 -2.683769 2.081401  0.06
H: -0.148531 -5.899432 2.034590  0.12
H: 2.211589 -6.339534 1.433972  0.08
H: 5.617872 -3.389219 -0.401547  0.09
C: 2.320362 3.429305 3.069414  -0.08
N: 2.544227 2.941801 1.722974  -0.16
C: 3.014525 1.569617 1.645576  -0.07
C: 1.883177 3.477009 0.637801  -0.46
N: 1.503277 2.739478 -0.332872  0.17
N: 1.662989 4.871695 0.742459  -0.19
C: 2.849121 5.685252 0.926930  -0.09
C: 0.743341 5.435647 -0.223556  -0.10
H: 1.804242 2.666187 3.660056  0.06
H: 1.701849 4.323306 3.048607  0.08
H: 3.269538 3.668778 3.564530  0.08
H: 4.006416 1.501350 2.103967  0.08
H: 3.064280 1.257853 0.608723  0.03
H: 2.348093 0.885480 2.175054  0.06
H: 1.167488 3.275097 -1.125029  0.03
H: 3.528281 5.211640 1.630834  0.07
H: 2.567910 6.665068 1.320865  0.08
H: 3.387112 5.839495 -0.021481  0.09
H: -0.157953 4.827602 -0.291065  0.06
H: 1.186194 5.519555 -1.229043  0.09
H: 0.467570 6.439962 0.104327  0.08
Cl: -3.914846 -5.627113 0.118447  -0.69
C: -4.157947 -2.004801 -0.205154  -0.01
C: -3.274242 -1.435104 0.606448  -0.58
O: -3.130266 -0.813050 1.641038  -0.01
O: -1.853179 -1.634811 -0.138517  -0.36
H: -5.202800 -1.985938 0.064551  0.05
H: -3.841213 -2.566711 -1.065304  0.04
N: -0.050990 -1.550256 -2.090198  -0.12
C: 0.072741 -1.852756 -3.423721  -0.32
C: 0.663528 -3.055788 -3.811674  -0.03
C: 0.777491 -3.364530 -5.157089  -0.11
C: 0.316764 -2.481809 -6.124775  -0.13
C: -0.266326 -1.283336 -5.731189  -0.10
C: -0.396349 -0.959409 -4.390788  -0.03
H: 1.017992 -3.738202 -3.049249  0.11
H: 1.229987 -4.304337 -5.449158  0.09
H: 0.406965 -2.726822 -7.175677  0.09
H: -0.632797 -0.588646 -6.477676  0.09
H: -0.850561 -0.035549 -4.059708  0.08

Forces on atoms 1 to 2 (eV/Å):
W 0.1920 0.8420 0.3101
N -0.0842 -0.0726 -0.0162

Entry 5:
Entry from OMol25: an isolated molecule of C24H27N3O3S2 (ωB97M-V/def2-TZVPD).

Properties
- ΔE to the lowest compared entry with this formula, charge and spin: 14.51 kcal per mole
- Calculated total energy: -2117.11543 hartree
- LUMO level: 0.39 eV

Each line ends with the Löwdin charge.
CARTESIAN COORDINATES (ANGSTROEM)
C: 1.155524 -1.083371 -6.451817  -0.05
C: 1.266517 -1.686189 -5.082627  -0.24
C: 1.225091 -3.065769 -4.931598  -0.06
C: 1.339505 -3.640839 -3.680457  -0.08
C: 1.471382 -2.840664 -2.562067  -0.02
C: 1.504111 -1.456041 -2.689693  -0.20
N: 1.651130 -0.603945 -1.568523  -0.11
C: 2.369004 -1.136493 -0.424248  -0.14
C: 2.770603 0.038843 0.470613  -0.10
N: 1.562119 0.714683 0.909940  -0.04
C: 1.088304 0.428994 2.137165  -0.45
O: 1.771975 -0.088812 3.003258  0.08
C: -0.364713 0.798182 2.479888  -0.25
N: -0.831959 -0.190304 3.439158  -0.08
S: -1.106941 -1.673642 2.716043  0.62
O: -1.004723 -2.695136 3.706094  -0.26
O: -0.377540 -1.797804 1.483476  -0.30
C: -2.813576 -1.473281 2.289240  -0.60
C: -3.904058 -1.808889 3.028597  -0.14
C: -5.113760 -1.456726 2.390917  -0.17
C: -4.909740 -0.858658 1.187236  -0.39
S: -3.238367 -0.719331 0.804993  1.04
C: -0.512718 2.194813 3.039909  -0.16
C: -1.632320 2.502697 3.803623  -0.03
C: -1.798699 3.774271 4.320705  -0.08
C: -0.850047 4.753488 4.076614  -0.09
C: 0.265412 4.452382 3.315356  -0.07
C: 0.436078 3.178725 2.798708  -0.02
C: 0.799023 1.211284 -0.212970  -0.11
C: 0.424645 0.042331 -1.130179  -0.13
C: 1.424935 -0.872005 -3.960784  -0.17
C: 1.541220 0.615554 -4.118857  -0.04
H: 0.929318 -1.849756 -7.188789  0.07
H: 0.370088 -0.329716 -6.480934  0.08
H: 2.090907 -0.601676 -6.737400  0.08
H: 1.107649 -3.693350 -5.803361  0.10
H: 1.312161 -4.715299 -3.573284  0.10
H: 1.532084 -3.292422 -1.584549  0.11
H: 3.259094 -1.660008 -0.776920  0.14
H: 1.749510 -1.818294 0.178571  0.12
H: 3.304782 -0.312572 1.353032  0.12
H: 3.390186 0.748388 -0.085079  0.13
H: -1.007011 0.680557 1.601353  0.10
H: -0.150878 -0.302720 4.183700  0.12
H: -3.823870 -2.296612 3.981832  0.12
H: -6.085832 -1.643084 2.809737  0.11
H: -5.642812 -0.492067 0.496790  0.07
H: -2.363170 1.731388 3.994379  0.11
H: -2.670374 4.001686 4.916311  0.10
H: -0.978440 5.746206 4.481434  0.10
H: 1.011111 5.209802 3.124731  0.10
H: 1.315379 2.950775 2.215591  0.11
H: -0.083234 1.757019 0.116948  0.12
H: 1.446177 1.905070 -0.761981  0.13
H: -0.129652 0.402056 -1.997226  0.13
H: -0.209179 -0.661094 -0.566406  0.11
H: 0.571150 1.067183 -4.329844  0.09
H: 1.942408 1.053260 -3.209655  0.07
H: 2.205032 0.856927 -4.946695  0.08

Forces on atoms 1 to 2 (eV/Å):
C 0.0326 -0.0197 0.0599
C -0.0483 -0.1137 0.0232

Entry 6:
Entry from OMol25: an isolated molecule of C10H16ClNO at a distorted geometry (ωB97M-V/def2-TZVPD).

Properties
- ΔE to the lowest compared entry with this formula, charge and spin: 22.90 kcal per mole
- Calculated total energy: -980.65921 hartree
- LUMO level (alpha / beta): 0.70 / 0.36 eV

Each line ends with the Löwdin charge.
CARTESIAN COORDINATES (ANGSTROEM)
C: 0.182099 0.866927 -0.787073  -0.10
C: 0.615411 -1.359693 0.260749  -0.09
C: 0.256106 -0.076007 0.333843  -0.18
C: -0.244501 0.639770 -2.005589  -0.02
C: 0.008970 -2.280792 -1.822932  -0.81
C: -0.366307 1.409582 -3.241362  -0.11
C: -1.176541 1.529869 1.619669  -0.05
C: 1.263017 1.271889 2.172673  -0.04
C: -0.378455 -0.506854 2.765675  -0.06
C: -0.004739 0.541371 1.710527  -0.56
N: 0.464458 -2.787832 -3.012848  0.07
O: 0.936258 -2.129337 -0.867259  -0.06
Cl: -1.611052 -2.732767 -1.314236  0.64
H: 0.482378 1.885265 -0.498976  0.11
H: 0.751030 -1.969803 1.141389  0.12
H: 0.164717 0.901109 -4.046830  0.07
H: 0.046108 2.422208 -3.140077  0.08
H: -1.415536 1.489211 -3.529996  0.07
H: -1.435834 1.887888 2.614550  0.08
H: -0.936253 2.395260 1.007736  0.07
H: -2.047527 1.039358 1.189784  0.09
H: 2.092064 0.571611 2.249968  0.09
H: 1.098307 1.726653 3.147108  0.09
H: 1.545272 2.055604 1.473641  0.08
H: 0.467851 -1.134997 3.029127  0.08
H: -1.190496 -1.135853 2.408698  0.09
H: -0.708335 -0.005080 3.672986  0.08
H: -0.224318 -3.266347 -3.571480  0.08
H: 1.365848 -3.248211 -2.959464  0.10

Forces on atoms 1 to 2 (eV/Å):
C 0.0084 0.1450 -0.0424
C -0.1385 -0.0799 0.1706